1.
74
Properties=species:S:1:pos:R:3:forces:R:3 method="wB97M-V/def2-TZVPD" spin_multiplicity=5 total_energy_ha=-2721.928066 charge=+3
Os -0.29960 0.45371 -0.00424 0.51 0.21 -0.13
S -1.51398 -6.23494 0.90844 0.03 0.22 -0.01
S -0.65580 -3.38111 0.24133 -0.13 -0.12 0.00
P -0.24718 -5.29748 -0.33056 0.03 -0.34 0.01
O 0.09699 -0.69632 1.86430 -0.09 -0.27 -0.27
O 1.20780 -5.64069 0.01167 0.13 -0.09 0.04
O 0.28353 -0.90680 -1.67024 -0.21 -0.20 0.27
O 1.90679 0.12284 0.10132 -0.18 0.04 0.05
O -0.46461 -5.51161 -1.84505 -0.15 0.18 -0.01
N 1.85518 -1.27570 -3.24580 0.00 -0.03 -0.08
N -2.41100 0.58792 -0.02324 -0.02 0.02 0.09
N -0.53532 2.47894 0.05792 -0.01 0.11 0.09
N 1.56589 -1.75973 3.20174 -0.02 -0.08 0.02
C 3.22389 -1.18384 -3.76319 -0.05 -0.03 -0.06
C 2.38267 -6.05372 -0.83272 0.18 -0.04 -0.28
C 2.09525 -7.33911 -1.57129 -0.13 0.03 0.08
C 2.40348 -0.66869 1.19235 -0.05 0.01 0.01
C 1.27009 -1.05625 2.12724 0.05 0.09 0.16
C -2.14458 4.30326 0.05612 0.01 0.07 0.00
C -3.50592 4.68869 0.03122 0.00 0.07 0.00
C 1.47350 -0.82902 -2.06796 0.07 0.04 -0.07
C 2.93217 -2.13152 3.58617 -0.02 0.08 0.06
C -4.49067 3.74348 -0.01155 -0.04 -0.04 -0.01
C 2.77216 -4.89473 -1.72535 -0.19 0.07 0.12
C 0.44630 3.37068 0.10819 -0.03 -0.04 0.02
C 0.21884 4.74787 0.12647 0.03 0.05 -0.01
C -2.47500 -4.41333 -2.74515 0.14 0.04 0.05
C -1.45672 -6.46630 -3.81456 0.09 0.00 0.01
C 0.51716 -2.09318 4.17547 0.03 0.02 0.03
C 0.88210 -1.84181 -4.18526 0.06 0.00 0.02
C -1.78502 -5.74001 -2.53509 -0.19 -0.03 -0.23
C -2.85799 1.98527 -0.01351 -0.02 -0.15 0.00
C -1.06756 5.21598 0.09788 -0.05 0.05 0.00
C -4.16450 2.36971 -0.03577 -0.11 0.00 0.00
C -1.83444 2.93464 0.03603 0.15 0.03 -0.04
C 2.50194 -0.15597 -1.16655 -0.05 0.01 -0.04
H 0.78984 -1.18553 -5.04984 0.00 0.01 0.00
H -5.53086 4.03852 -0.02597 0.02 0.00 -0.01
H -0.90995 -7.38821 -3.61994 -0.04 0.01 0.00
H 2.91292 -3.13063 4.01441 -0.02 -0.02 -0.02
H -2.75449 0.13096 0.82018 -0.08 0.01 0.01
H 3.15270 -0.08598 1.72850 0.05 0.00 0.01
H 1.23796 -2.81443 -4.52417 0.01 0.00 0.02
H 1.39707 -7.18406 -2.39287 0.03 -0.01 0.00
H 3.89119 -0.67161 -3.07948 -0.01 0.01 0.01
H 1.70226 -8.10032 -0.89674 0.04 0.00 -0.01
H 3.60947 -2.18493 -3.95388 0.00 -0.02 0.03
H 1.45275 2.97564 0.13899 0.01 -0.03 0.00
H -2.38788 -6.72632 -4.31864 0.01 0.01 0.00
H -1.92284 -3.79720 -3.45624 -0.01 0.00 0.01
H -4.95628 1.62960 -0.06934 0.01 0.02 0.00
H 3.13922 -6.22492 -0.07334 -0.03 0.04 0.12
H -2.59186 -3.86282 -1.80683 -0.05 -0.04 -0.03
H -1.26827 6.28058 0.10689 0.00 -0.02 0.01
H -3.75420 5.74268 0.04663 0.01 -0.03 0.00
H 3.38316 -0.78054 -1.03363 0.04 0.02 0.01
H 3.31865 -1.44459 4.33986 -0.03 0.02 0.00
H -2.85279 0.10018 -0.79894 0.03 0.02 -0.07
H -2.37496 -6.38017 -1.88114 0.11 -0.02 0.16
H 3.03298 -7.71405 -1.98226 -0.01 0.00 0.00
H 1.06216 5.42222 0.16292 0.00 -0.01 0.00
H 3.69672 -5.13894 -2.24763 0.00 -0.02 0.01
H 0.55622 -1.40353 5.01856 0.02 0.01 -0.01
H 3.60806 -2.13958 2.73631 -0.02 -0.01 -0.01
H 3.21475 -0.63883 -4.70607 -0.02 0.03 0.01
H 1.99099 -4.70430 -2.46554 0.07 -0.02 -0.02
H -3.47061 -4.59620 -3.14877 0.01 0.01 -0.01
H 0.68739 -3.10305 4.54197 0.02 0.00 -0.03
H -0.86892 -5.83347 -4.48082 -0.01 -0.01 0.00
H 2.86592 -1.57810 0.80606 0.04 0.01 -0.03
H -0.45870 -2.02784 3.70886 0.00 0.01 -0.03
H -0.08134 -1.94341 -3.70145 -0.02 0.00 0.03
H 2.93427 -3.99024 -1.13233 0.04 -0.05 -0.04
H 2.81583 0.79129 -1.60634 -0.01 0.04 0.00

---

2.
10
Properties=species:S:1:pos:R:3:forces:R:3 method="wB97M-V/def2-TZVPD" spin_multiplicity=1 e_above_lowest_kcal_mol=39.8 total_energy_ha=-793.629288 charge=-2
S -2.11804 0.33351 0.04639 0.66 0.16 -1.34
O -2.93235 -0.76444 0.53294 -0.77 -1.46 0.41
O 2.69536 0.90306 0.35968 -1.31 0.10 -0.35
O -2.09044 1.42215 0.98919 -0.15 1.86 1.11
O -2.57492 0.74325 -1.30623 0.65 -0.22 0.44
N 1.72019 1.02794 -0.48324 -0.54 0.61 0.41
C -0.42587 -0.20908 0.03775 -0.07 -1.96 -0.70
H -0.42151 -1.29608 -0.33248 0.28 1.54 0.28
H 0.87925 1.59335 -0.07301 1.59 -0.64 -0.30
H 0.04061 -0.13183 1.01882 -0.34 0.00 0.03

---

3.
16
Properties=species:S:1:pos:R:3:forces:R:3 method="wB97M-V/def2-TZVPD" smiles="CN[C@@H](C=O)CO" spin_multiplicity=1 e_above_lowest_kcal_mol=62.7 total_energy_ha=-362.985569
O 0.06827 -0.51006 2.46589 0.10 0.32 -0.85
O -2.50708 0.72001 1.19726 0.62 -1.11 0.63
N 0.05057 0.35574 -1.18789 -0.96 -0.61 0.52
C -0.14900 0.52544 0.26394 0.35 -1.24 -0.18
C 0.98514 -0.66010 -1.70054 0.61 1.39 1.39
C 0.26802 -0.70039 1.05445 -0.32 -0.17 0.80
C -1.61326 0.91145 0.42520 -0.08 2.79 -1.63
H -0.34531 -1.55589 0.72734 0.46 0.03 -0.04
H -0.65887 0.11467 2.50823 -0.39 -0.07 0.57
H 0.45078 1.35700 0.62800 -0.04 0.43 0.34
H 1.33942 -0.86336 0.94211 -0.11 -0.34 -0.21
H 0.71845 -0.84273 -2.73676 0.43 -0.26 0.02
H -1.78055 1.70826 -0.37534 -0.23 -0.64 0.24
H 0.15548 1.25605 -1.62805 0.18 -0.12 -0.16
H 1.01752 -1.54968 -1.07073 -0.75 -0.16 -0.47
H 2.00042 -0.26641 -1.51310 0.12 -0.23 -0.97

---

4.
7
Properties=species:S:1:pos:R:3:forces:R:3 method="wB97M-V/def2-TZVPD" smiles="Fc1noc(=S)o1" spin_multiplicity=1 e_above_lowest_kcal_mol=20.3 total_energy_ha=-779.399263
S -2.68378 -0.44920 -0.10732 3.40 1.52 1.22
F 2.25698 -0.90936 -0.05786 -3.35 2.35 -0.10
O -0.04923 -0.90610 0.10950 0.34 1.27 0.92
O -0.47901 1.31676 0.09928 0.58 -3.13 -0.34
N 0.93774 1.06731 -0.19878 -0.19 1.49 0.94
C -1.05185 0.04514 0.18500 -2.92 -0.45 -2.20
C 1.06915 -0.16455 -0.02983 2.15 -3.04 -0.43

---

5.
15
Properties=species:S:1:pos:R:3:forces:R:3 method="wB97M-V/def2-TZVPD" smiles="CC1=C[C@H]2O[C@H]2[C@@H]1Cl" spin_multiplicity=1 e_above_lowest_kcal_mol=56.3 total_energy_ha=-768.174486
Cl -1.67763 -1.83009 -0.32020 0.25 0.49 0.63
O 2.14265 -0.98465 0.62922 -1.28 0.93 -1.04
C 0.88366 -1.51999 0.10753 2.22 1.47 0.31
C -1.53511 1.47123 0.21011 2.66 0.83 3.57
C 1.62386 -0.46640 -0.65821 0.45 -1.61 -0.45
C -0.37278 0.53615 0.00841 0.28 0.85 -0.97
C -0.34607 -0.83936 0.58079 -1.75 -0.60 -1.13
C 0.77215 0.77551 -0.65201 0.87 0.83 -0.74
H -1.32819 1.81664 1.32359 -1.17 -1.09 -1.41
H -1.30659 2.46184 -0.15908 -0.56 -0.07 -1.27
H 0.91500 -2.58295 0.01991 -0.14 -0.40 -0.50
H 2.22466 -0.72387 -1.57442 -0.47 0.34 1.25
H -2.50170 1.01958 0.09699 -0.38 0.18 -0.20
H 1.11213 1.73116 -1.22914 -0.93 -1.88 1.28
H -0.60605 -0.86479 1.61653 -0.05 -0.28 0.67

---

6.
107
Properties=species:S:1:pos:R:3:forces:R:3 method="wB97M-V/def2-TZVPD" spin_multiplicity=1 total_energy_ha=-3811.266987
I -3.71430 1.37793 -3.03419 0.05 -0.20 0.52
Cl -3.31827 -6.37322 1.14524 -0.35 0.97 -0.43
S -4.01950 -1.70255 4.20893 -3.35 -3.58 -0.82
S -1.25591 1.93843 -1.15736 -0.44 1.37 0.62
F -4.74840 -1.83758 0.39892 1.04 1.19 -0.94
O -3.79276 -1.21984 5.80632 0.25 -0.56 -1.81
O -3.50301 -3.11757 4.02305 -0.28 4.30 0.88
O 2.55332 4.87114 -3.87274 -0.15 0.40 -0.14
O 6.81465 4.94682 3.17736 -0.13 -0.35 -0.07
O -6.45378 2.49476 -0.92266 -0.87 0.75 -1.14
O -1.76179 -1.54304 -2.65294 1.75 1.25 -2.09
O 1.87482 6.71466 -4.99969 0.22 -0.55 0.49
O -0.34791 0.26542 -3.40233 -3.38 -2.38 1.79
O 6.20544 2.94934 2.30166 0.01 1.10 0.56
O -7.41443 2.46714 -2.97312 0.25 -0.10 0.49
O -5.48171 -1.61014 3.91070 3.59 0.62 0.96
C -2.96988 -4.64830 -1.00430 -0.78 -0.74 -0.67
C -2.27092 -1.20518 1.99561 0.67 -0.12 0.67
C -2.08651 -2.08291 -1.29207 0.95 2.08 -1.91
C 2.21788 3.47784 -3.89854 0.10 -0.46 0.19
C 8.37235 3.19135 3.33720 0.21 0.07 0.52
C -3.07248 -3.24009 -1.76143 0.01 -1.60 0.11
C -2.28111 0.49250 -1.67300 2.84 -1.14 -1.08
C 5.25519 -3.09203 0.56394 0.87 0.34 0.80
C 1.76048 5.54288 -4.75111 0.12 0.87 -0.52
C -7.32429 2.85683 -1.67423 0.60 0.16 0.56
C 5.56132 -1.62997 1.18235 0.86 -0.89 -0.12
C 0.75837 -4.45483 0.15426 0.32 0.65 0.82
C 7.11327 0.45310 1.33813 0.52 -0.34 -0.84
C -3.83121 -4.77425 0.33340 0.33 -0.28 -0.16
C -4.31079 -0.69776 -0.41332 -0.67 -0.14 0.07
C -9.40369 3.59554 -2.47730 -0.59 0.21 0.07
C -1.27535 -0.22645 -2.74953 -0.46 -0.37 1.27
C -3.14297 -0.46405 3.15266 2.16 0.52 0.08
C 0.77057 4.60150 -5.38372 -0.28 -0.34 0.30
C 8.00550 5.48160 3.76669 0.18 0.45 0.16
C 0.80886 3.41837 -4.43923 -0.51 -0.43 -0.09
C -2.69874 -0.70123 -0.63473 -0.26 1.35 1.41
C -1.97073 -0.22204 0.73729 -0.57 -1.36 1.43
C -0.55655 -2.45619 -0.89368 -0.64 -0.73 0.66
C -8.42740 3.82452 -1.34215 -0.51 -0.11 -0.08
C -0.35244 -3.30673 0.43208 1.01 -0.25 0.45
C 8.75048 4.28567 4.31369 0.49 -0.11 0.39
C -8.49520 3.16470 -3.60533 -0.29 0.09 -0.51
C 4.53243 -3.97649 1.69313 0.33 -0.84 -0.51
C 7.00789 3.63302 2.88028 -0.50 -0.59 -0.70
C -4.91621 0.60103 0.27784 -0.82 0.19 -0.76
C 3.20011 -4.72729 1.22139 -1.01 0.82 0.46
C 2.21374 -3.79857 0.32955 1.00 -0.64 -0.47
C 6.80065 -0.89778 0.48273 -0.32 0.90 0.97
H -8.02442 4.83998 -1.34951 0.06 -0.07 0.13
H -3.79751 0.37227 2.75311 0.25 -1.56 0.70
H -4.87733 -0.86107 -1.40335 1.25 0.22 1.38
H 7.73952 6.19169 4.55132 -0.17 -0.02 -0.21
H 4.36175 -3.34316 2.63951 -0.04 -0.91 -1.55
H -2.36606 0.78858 1.11336 0.90 -1.33 -1.21
H -4.17722 -2.97451 -1.79397 1.52 0.16 0.30
H -0.82541 -0.22079 0.63414 -1.93 0.27 -0.08
H -9.00105 2.49939 -4.30664 0.28 -0.05 0.04
H 3.37989 -5.71705 0.68653 -0.01 1.32 0.68
H 6.34044 0.63635 2.15859 1.20 -0.28 -1.30
H -0.22207 5.04852 -5.42912 0.21 0.16 -0.26
H -5.34931 0.42679 1.33015 1.09 -0.04 -1.53
H 6.28545 -3.56754 0.35571 -1.55 0.73 0.22
H -4.95280 -4.89917 0.12907 1.80 0.41 0.25
H -10.00718 4.47113 -2.72106 0.07 -0.09 -0.06
H 0.68653 -5.30910 0.92078 -0.17 1.22 -1.22
H 2.93331 2.95888 -4.54351 -0.01 0.05 0.03
H -4.19239 1.48982 0.24233 -1.03 -1.29 0.20
H 1.12045 4.33597 -6.38415 -0.05 0.15 -0.01
H -2.81836 -3.50627 -2.85627 -0.07 0.77 1.78
H -3.65134 -3.97202 1.11165 -0.28 -1.00 -1.06
H 0.57145 2.46747 -4.91767 0.05 0.02 0.15
H 8.37104 4.03604 5.30946 0.05 0.06 -0.08
H -3.45354 -1.97076 6.34110 -0.19 0.27 -0.69
H -0.16128 -3.05393 -1.79242 -0.69 0.93 1.31
H -1.26485 -1.43313 2.51020 -1.60 0.22 -0.86
H -1.29954 -3.71590 0.92154 1.23 0.45 -1.02
H -5.83002 0.94031 -0.35393 2.06 -0.99 1.36
H -8.87331 3.59430 -0.37503 0.34 0.16 0.06
H 5.28059 -4.79577 1.99638 -1.11 1.20 -0.25
H 9.82627 4.44901 4.39532 -0.10 0.07 0.00
H 2.28689 3.06467 -2.89092 0.16 0.20 -0.06
H -0.09008 1.57497 -0.50257 -1.02 -0.66 -0.56
H 4.64356 -0.95396 1.22157 1.14 -0.87 -0.27
H -1.89459 -5.04984 -0.90416 -1.66 0.94 0.19
H 0.10005 -1.51333 -0.79967 -1.29 -1.25 -0.46
H 8.16690 0.38154 1.78860 -1.57 0.08 -0.42
H 2.22273 -2.77168 0.82159 -0.37 -1.21 -0.58
H 7.14093 1.35101 0.62951 -0.21 -1.20 1.18
H 2.65438 -3.65099 -0.72499 -0.51 -0.16 1.63
H 5.85429 -1.82601 2.28194 -0.36 0.41 -1.60
H -3.45779 -5.40241 -1.73396 0.74 1.12 1.12
H 6.55512 -0.60058 -0.58889 0.30 -0.56 1.32
H 0.09276 3.57434 -3.62660 0.08 -0.11 -0.06
H 7.75232 -1.53564 0.49057 -1.58 0.60 -0.12
H 2.59866 -4.94969 2.18111 0.90 0.06 -1.43
H 0.12594 -2.61753 1.22370 -0.86 -1.09 -1.09
H 8.57260 6.00620 2.99201 -0.04 -0.03 0.02
H 4.71859 -3.06060 -0.43737 0.48 0.07 1.41
H -8.08532 4.01541 -4.15753 0.02 -0.06 0.04
H -2.69576 -2.21258 1.69795 0.29 1.49 0.41
H 8.32724 2.21679 3.82234 -0.03 -0.05 -0.37
H 0.68641 -4.87372 -0.91090 -0.15 0.48 1.61
H 9.04432 3.16315 2.47622 -0.10 -0.14 -0.01
H -10.08433 2.77916 -2.21673 0.05 0.08 -0.06
H -2.36665 0.04495 3.83782 -1.31 -0.79 -0.89